(1)
25
Properties=species:S:1:pos:R:3:forces:R:3 method="wB97M-V/def2-TZVPD" charge=+1
C -2.0285 2.2381 -0.8177 0.3942 -0.2907 0.5471
C -1.7929 1.6058 0.7071 -1.9243 -0.2462 -0.5368
O -0.6783 2.2713 1.4243 -2.5065 1.7550 -4.1466
O -0.2745 1.5155 2.4359 3.1878 -4.1658 0.7097
P 1.0407 0.4746 1.8513 3.2034 -0.0899 6.0363
O 2.2312 0.5917 2.8948 -4.5377 -0.5630 -4.7427
O 1.5213 1.1534 0.3104 3.4665 -1.2485 8.5375
O 0.4071 -1.1451 1.7655 1.9671 3.6434 -1.8159
C 1.1214 -1.9635 0.7530 0.1703 -2.0649 -0.3490
C 0.0975 -2.2383 -0.5034 0.3353 -0.4182 0.0615
C 0.7173 -1.9066 -1.9844 -1.2206 -1.7776 -0.5815
F 1.3059 -0.5557 -2.1330 -0.3923 -2.7736 -0.1936
H -3.1379 2.6544 -0.9316 2.6666 -0.8823 0.1315
H -1.8547 1.3538 -1.5990 -0.5464 1.8710 1.4948
H -1.2351 3.0878 -1.0243 -1.7206 -1.4389 0.4400
H -1.5917 0.4611 0.5551 -0.0959 2.0553 0.6871
H -2.7779 1.7352 1.3614 2.1885 -0.3777 -1.4185
H 2.3961 1.6404 0.3705 -1.0619 -0.8998 0.8662
H 2.1678 -1.5333 0.4512 -2.0867 -0.5901 0.5109
H 1.3339 -3.0133 1.2781 -0.4637 2.5106 -1.0149
H -0.1358 -3.4089 -0.4946 0.5127 2.5874 -0.3183
H -0.9491 -1.7208 -0.2871 2.3601 -0.8501 -0.5982
H -0.1882 -1.9627 -2.7578 2.1927 0.2514 1.5829
H 1.5652 -2.6746 -2.3234 -1.8357 1.9451 0.9441
Ag 0.7393 1.3398 -1.3025 -4.2529 2.0582 -6.8334

(2)
20
Properties=species:S:1:pos:R:3:forces:R:3 method="wB97M-V/def2-TZVPD" charge=+3
C 2.0738 -1.5879 0.2224 0.3869 -0.8138 -0.7125
O 1.8804 -0.3977 1.0143 -0.2797 0.5028 -0.6700
C 0.7428 -0.1092 1.4844 2.6596 -3.0450 4.0412
C -0.2403 1.0819 0.4025 -2.9124 4.3722 -3.1314
C 0.4171 1.2519 -0.9449 0.9670 -1.6984 -0.0101
O -1.4977 0.7616 0.4451 0.8002 -1.2101 0.9387
C -2.0374 -0.3567 -0.2651 -0.9659 -0.4656 -1.7617
H 3.0637 -1.5821 -0.2076 0.3563 0.3645 0.1520
H 1.3448 -1.5981 -0.5883 -0.2611 -0.0339 0.0583
H 1.9716 -2.4692 0.8618 -0.1890 0.0428 0.2079
H 0.0947 -0.9723 1.6850 -0.8466 0.1008 -1.1438
H 0.8949 0.4616 2.4146 -0.4496 1.3561 -0.5648
H -0.1660 2.0208 0.9551 0.6578 -0.3820 1.1519
H 0.0296 2.2019 -1.3240 -0.2774 0.2959 0.2821
H 1.4932 1.3524 -0.8720 0.2291 0.1845 0.1237
H 0.2123 0.4794 -1.6793 -0.1123 -0.1857 -0.1021
H -2.9166 -0.7211 0.2502 -0.0552 0.1331 0.5370
H -2.4266 -0.0602 -1.3131 1.3112 -0.5988 1.6602
H -1.3333 -1.1666 -0.4031 0.3396 -0.0342 -0.0134
Al -3.6012 1.4094 -2.1379 -1.3585 1.1147 -1.0432

(3)
30
Properties=species:S:1:pos:R:3:forces:R:3 method="wB97M-V/def2-TZVPD" charge=-1
C 2.2783 -1.4956 1.7300 -0.2399 0.2167 0.0298
C 2.2738 -0.4922 0.8640 -0.1940 -0.0806 -0.2833
P 0.7916 -0.0230 -0.2133 1.5345 -0.0168 2.5968
P 0.7877 -2.0974 -1.1841 1.1256 -0.2689 -1.1647
N 2.1628 -2.4160 -1.9175 -0.1880 0.0300 0.0528
B 0.8506 1.7869 0.5907 -0.8724 0.1653 -0.1514
C -0.0655 2.1379 1.8237 0.1004 -0.2957 -0.3629
O 1.7187 2.7353 0.1425 0.4246 -0.0105 0.7380
S -0.9707 0.7209 -1.5252 0.1526 0.8533 -1.2507
O -0.7859 2.1650 -1.5978 -0.1747 0.4049 0.6958
O -1.0516 0.1084 -2.8387 -0.5102 -0.7333 0.0311
C -2.7100 0.5914 -0.7776 -0.4519 -0.0790 -0.4628
F -2.9508 1.5795 0.1076 0.1920 -0.1607 0.0221
F -3.5725 0.7526 -1.8112 0.0446 0.0165 0.0681
C -3.0712 -0.7543 -0.1126 -0.5884 0.2460 0.3282
F -2.5871 -1.7883 -0.8023 0.0376 0.1511 0.2762
F -2.6431 -0.8059 1.1603 -0.0096 -0.1510 -0.5426
F -4.4199 -0.8737 -0.0785 0.3677 -0.1419 0.0698
H 3.1582 -1.8174 2.2602 0.2382 0.1119 0.2967
H 1.3696 -2.0354 1.9404 -0.1942 -0.3474 -0.1198
H 3.1807 0.0925 0.7689 0.2687 0.0245 -0.3209
H 1.6787 0.4065 -1.3081 -0.0953 -0.2271 -0.3650
H -0.1193 -0.5178 0.8316 -0.2415 -0.0225 -0.3146
H 0.5379 -3.0396 -0.1527 -0.4563 0.1094 0.0434
H -0.2560 -2.3048 -2.1116 -0.3625 -0.1574 0.4659
H 2.7894 -1.6207 -1.8584 0.1610 0.0452 0.0266
H 0.5771 2.3198 2.6803 0.0757 0.2482 0.2289
H -0.7418 1.3343 2.0887 -0.1466 -0.2736 0.0476
H -0.6746 3.0077 1.6135 -0.0270 0.4073 0.0312
H 2.4651 2.3436 -0.3128 0.0294 -0.0637 -0.7103

Going through the records in order, we get E_LUMO values of -4.70, -17.28, 3.09 eV.
Going through the records in order, we get HOMO values of -13.96, -22.93, -4.33 eV.